Entry 1
C3H6N2O2S as an isolated structure. Source: the Open Molecules 2025 dataset; level of theory: ωB97M-V with the def2-TZVPD basis set.

The geometry in XYZ format:
```
14
Properties=species:S:1:pos:R:3:mulliken_charge:R:1
C -1.014 0.543 0.066 -0.5263
C -1.081 -0.734 0.869 -0.4744
C -0.380 0.118 -1.284 -0.6581
N 0.147 -1.528 0.592 -0.3734
N 2.407 0.398 0.318 0.6988
O 3.077 1.121 -0.319 -0.5385
O 2.253 0.238 1.476 -0.4593
S 1.000 -1.000 -0.718 0.2593
H -2.044 0.822 -0.079 0.3345
H -0.432 1.346 0.499 0.3123
H -1.125 -0.542 1.923 0.3112
H -1.923 -1.304 0.478 0.3300
H -0.933 -0.391 -2.074 0.3755
H 0.048 0.913 -1.746 0.4084
```

Computed properties:
HOMO (spin up / spin down): -8.315 / -8.320 eV
2S+1: 1

=====

Entry 2
One molecule with the formula C3H6N2O2S. Source: the Open Molecules 2025 dataset; level of theory: ωB97M-V with the def2-TZVPD basis set.

The geometry in XYZ format:
```
14
Properties=species:S:1:pos:R:3:mulliken_charge:R:1
N -1.469 0.223 1.065 -0.4674
C -1.231 0.133 -0.291 -0.0390
C -1.133 -1.331 -0.777 -0.1457
S 0.059 -2.156 -0.095 -0.2256
O 0.079 0.706 -0.783 -0.2355
N 1.124 0.055 -0.052 -0.2918
C 2.352 0.252 -0.252 0.0485
O 3.319 -0.334 0.463 -0.4719
H -1.656 1.175 1.353 0.2464
H -0.775 -0.314 1.544 0.2770
H -1.765 0.826 -0.982 0.3271
H -1.705 -1.871 -1.571 0.3116
H 2.602 0.910 -1.155 0.3408
H 2.888 -0.682 1.235 0.3254
```

Computed properties:
HOMO (spin up / spin down): -7.709 / -7.709 eV
2S+1: 1
SMILES: N[C@H](C=S)O/N=C/O

=====

Entry 3
One molecule with the formula C3H6N2O2S. Source: the Open Molecules 2025 dataset; level of theory: ωB97M-V with the def2-TZVPD basis set.

The geometry in XYZ format:
```
14
Properties=species:S:1:pos:R:3:mulliken_charge:R:1
C -0.982 1.812 0.026 -0.7511
N -1.642 0.512 -0.085 -0.1977
C -1.052 -0.707 -0.034 0.4022
S -1.901 -2.116 -0.025 -0.4233
O 0.243 -0.564 -0.057 -0.1976
C 1.130 -1.618 0.041 0.0374
N 2.367 -1.404 0.053 -0.4215
O 2.711 -0.082 -0.073 -0.3552
H -0.144 1.822 -0.649 0.2707
H -0.686 2.038 1.088 0.2436
H -1.791 2.527 -0.205 0.3301
H -2.679 0.537 0.063 0.2766
H 0.725 -2.601 0.039 0.4000
H 3.700 -0.156 -0.182 0.3859
```

Computed properties:
HOMO: -8.777 eV
2S+1: 1
SMILES: CNC(=S)O/C=N\O

=====

Structures ranked by computed energy, the most stable listed first: entry 3, entry 2, entry 1.